1.
This record from the Open Molecules 2025 dataset describes a structure of composition C26H61BGaNO13P3 in a non-equilibrium geometry. The level of theory is ωB97M-V/def2-TZVPD.

Results
- maximum force (Eh/bohr) = 0.0919
- molecular weight (g mol⁻¹) = 769.225
- charge = -1
- Kohn-Sham gap (eV) = 5.641
- lowest unoccupied orbital energy (eV) = 1.97
- multiplicity = 1

Geometry as XYZ:
```
106
Properties=species:S:1:pos:R:3:forces:R:3
H -5.99071 7.52381 5.25661 0.003 -0.033 -0.019
H 9.53104 -1.85512 1.61083 0.015 -0.011 -0.056
P -4.39710 5.90131 3.64116 -0.016 -0.012 0.042
H 2.62636 -2.68182 0.33016 0.033 0.180 -0.071
C -5.47382 8.08174 4.47644 -0.075 0.052 0.055
H 1.93680 -5.46967 1.17523 -0.043 -0.037 0.156
H -2.86698 -0.45906 -0.24589 -0.058 0.091 -0.248
C 6.61993 0.20562 -1.41647 0.007 0.176 0.001
H 8.11181 -0.78589 1.62005 -0.024 -0.012 0.002
O 3.16068 4.60926 0.36603 0.284 -0.162 -0.021
O 5.89588 -3.14859 0.28936 -0.049 -0.139 0.233
H 0.59540 -6.96350 -1.62889 -0.125 -0.209 0.004
H 0.96650 -3.16447 -0.02678 -0.098 0.061 -0.018
O -5.52713 -5.22017 -2.65346 -0.500 0.338 0.065
H 7.93832 -2.50624 2.05969 -0.034 0.001 -0.022
H -8.16335 -4.20243 -2.12087 0.061 -0.127 -0.225
C -2.51402 4.25910 2.97713 0.008 -0.059 0.131
H 6.13608 -2.74876 -3.79842 0.052 0.013 0.018
H -3.12926 2.03683 -0.22260 -0.139 -0.147 -0.044
N -1.36270 0.92292 0.18978 0.001 -0.126 0.029
C 0.07866 2.61583 0.27168 -0.965 -1.431 -0.111
H 1.27113 3.91860 0.86124 1.668 3.602 1.869
H -3.89640 5.63305 0.58030 0.030 0.008 0.016
H -1.79342 -2.96096 2.52095 0.221 -0.066 0.092
C 2.33260 -4.81585 0.40007 -0.181 0.293 -0.259
H 0.98020 3.19673 0.35131 -1.914 -3.824 -2.011
C 4.52167 6.39850 -1.79762 0.036 0.047 -0.009
C -1.20825 3.13824 0.01223 -0.202 -0.416 -0.022
C 0.56925 -6.09112 -0.97877 0.126 0.706 -0.019
O -2.87951 5.60703 3.34563 0.143 0.035 -0.077
H -5.15007 6.87563 0.39615 -0.038 -0.026 0.022
H -1.07791 -0.70868 2.16804 0.096 0.027 0.088
H 1.29746 5.13748 -0.43602 -0.055 -0.082 -0.067
H 5.01126 -2.40900 -2.46542 0.001 -0.009 0.021
H 2.02904 -4.66325 -1.73483 -0.060 0.096 -0.133
H -1.08138 -2.89492 0.90975 0.132 -0.068 0.069
C -4.41313 6.45499 1.07609 -0.022 0.056 -0.033
Ga -3.19091 -3.91641 -0.98287 -0.402 -0.151 -0.213
H -2.84641 -0.74877 2.11337 -0.046 0.211 0.134
H -2.32531 3.67224 3.87357 -0.078 0.019 0.026
H -6.12980 8.20189 3.61277 -0.010 -0.023 0.007
C 2.51825 1.80710 -1.04378 0.258 -0.432 -0.460
H -6.08287 -2.63519 -0.51220 0.045 0.028 0.339
H 5.55818 6.06384 -1.77631 -0.003 -0.031 0.024
H 5.99348 0.14053 -2.30659 0.050 -0.013 -0.030
H 5.68540 -4.04023 -2.65961 -0.025 0.004 0.053
C -7.63588 -3.29267 -1.84954 -0.110 0.155 0.525
H 3.20257 1.12269 -1.54010 0.184 0.067 0.006
H -5.34734 -4.79754 -3.49600 0.283 -0.234 -0.185
O -5.11643 5.95999 2.21967 0.002 -0.137 0.010
H -2.36434 -6.16761 -1.90443 -0.101 -0.289 0.079
H -1.37790 -2.36686 -2.17924 0.118 0.016 -0.060
H -1.22017 -1.04648 -0.41071 0.001 -0.054 -0.203
O 5.09362 3.50696 -0.84906 0.204 0.050 0.160
H -8.35930 -2.64462 -1.35003 -0.123 0.046 0.003
H 1.61623 5.61623 1.24369 0.117 0.191 0.010
C -3.25551 -3.17186 0.93433 0.533 0.104 -0.085
C -1.88110 -0.44232 0.20257 0.066 -0.124 0.420
C -1.97145 -5.56606 -1.08333 0.123 0.561 -0.302
C 1.83053 -3.37516 0.59326 0.184 -0.253 0.133
H 0.33724 -6.42066 0.03395 -0.023 -0.234 0.086
P 3.75707 4.07327 -1.00912 -0.115 -0.190 0.080
H -1.98542 -6.17326 -0.17754 -0.041 -0.054 0.141
H 6.48493 1.18569 -0.96465 -0.069 -0.016 0.024
H 4.37684 7.08492 -2.62673 -0.043 -0.024 -0.026
H 1.55282 -3.18872 1.62815 -0.015 0.107 0.115
H -3.69332 7.22616 1.34949 0.004 0.007 0.026
C -2.43170 -2.58827 -2.37229 0.181 -0.003 0.441
H -5.19260 9.06089 4.85402 0.054 -0.007 -0.014
H -2.95750 -1.63268 -2.35380 -0.134 0.095 -0.133
O 6.18880 -0.77555 -0.46554 -0.027 -0.074 0.012
H -7.32788 -2.76390 -2.74953 0.067 -0.080 -0.208
C -0.53990 -5.14153 -1.44123 -0.205 -0.488 -0.090
O 8.26754 -2.12891 0.03916 0.109 -0.005 -0.129
H 7.66546 0.07484 -1.69545 0.016 -0.089 0.032
P 6.77001 -2.25490 -0.45817 -0.243 0.199 -0.089
O -4.26657 7.41522 4.09727 0.142 0.077 -0.058
H -3.52931 -4.02308 1.56081 -0.107 -0.163 -0.031
C 8.46337 -1.79872 1.41895 0.026 0.019 0.108
H -3.29636 3.78211 2.38773 -0.014 0.000 -0.005
C -2.07222 2.05844 -0.03509 0.189 0.457 0.049
C -1.94046 -2.58313 1.50721 -0.534 -0.071 0.176
H 2.72605 1.81208 0.02689 0.023 -0.008 -0.002
O 2.65258 3.12426 -1.61156 -0.054 0.180 -0.051
H 4.27632 6.90324 -0.86217 0.015 -0.016 0.015
H 1.49303 1.48824 -1.21183 0.413 0.145 -0.158
O 3.64015 5.29132 -2.01200 -0.144 0.048 -0.165
H -1.61122 4.31801 2.38197 0.033 0.057 -0.024
C 1.75099 4.82983 0.50548 0.810 1.659 0.622
C -6.44653 -3.57732 -0.91792 -0.180 -0.169 -0.807
H -6.78707 -4.20663 -0.09101 0.069 0.041 0.281
H -0.47741 -5.08428 -2.53016 0.072 0.258 -0.128
H 2.71544 -6.17188 -1.19674 0.040 -0.091 -0.070
H 3.41422 -4.80235 0.51762 0.137 -0.083 0.013
H -0.32911 -4.13401 -1.08636 0.064 0.044 0.113
H -2.48492 -3.00325 -3.37847 -0.087 -0.047 -0.141
H -4.06197 -2.44736 1.08131 -0.112 0.113 -0.055
C 1.95396 -5.42566 -0.95716 0.373 -0.375 0.239
C 5.89304 -2.97751 -2.76397 -0.074 -0.068 -0.060
O -5.09048 5.01261 4.56563 -0.174 -0.024 -0.018
H 0.70885 0.51004 0.55529 -0.111 -0.324 0.066
B -5.21127 -4.31725 -1.60642 0.314 -0.016 0.294
O 7.03811 -2.62675 -1.97080 0.157 0.080 -0.092
C -1.93886 -1.06038 1.59784 0.111 -0.130 -0.314
H -1.48033 4.16509 -0.14967 -0.036 0.175 -0.042
C -0.05289 1.24485 0.37736 -0.464 0.590 0.141
```
Forces are in eV/Å.

***

2.
This record from the Open Molecules 2025 dataset describes a cluster of 5 separate species, C26H61N7O6 in total in a non-equilibrium geometry. The level of theory is ωB97M-V/def2-TZVPD.

Results
- maximum force (Eh/bohr) = 0.0805
- ⟨S²⟩ = 0.755
- molecular weight (g mol⁻¹) = 567.817
- charge = +1
- Kohn-Sham gap (spin up / spin down) (eV) = 7.633 / 3.205
- lowest unoccupied orbital energy (spin up / spin down) (eV) = -2.24 / -6.66
- multiplicity = 2

Geometry as XYZ:
```
100
Properties=species:S:1:pos:R:3:forces:R:3
C 2.21226 -18.04744 16.04272 0.288 -0.014 0.457
H 0.98444 -18.37467 18.22932 -0.789 -0.206 0.719
C -2.71180 -17.88372 25.01142 -0.160 2.461 -0.033
H 6.15311 -17.69011 17.42990 -0.140 -0.695 0.338
N -2.92322 -18.90840 21.06722 -1.309 3.433 -0.225
H -1.41948 -17.28308 18.66932 -0.376 0.364 -0.140
H 2.12150 -25.55931 24.78047 0.458 0.302 -0.244
H -1.08970 -20.41083 26.86549 -0.220 -0.535 -0.002
H -2.54575 -19.45811 27.38523 0.410 -0.632 0.202
H -0.42116 -18.85971 23.43852 -0.250 -0.261 0.448
C 1.13221 -15.37176 19.17990 1.459 0.308 0.541
C 3.70927 -22.52928 22.46236 0.717 3.045 0.587
C -0.51133 -18.46235 26.39833 2.621 2.871 0.068
H 0.55449 -20.36236 26.55006 0.248 0.366 -0.726
H 2.83093 -23.11504 20.56860 0.028 0.153 -0.361
H 4.88056 -17.76683 18.84739 0.883 -0.480 0.172
H -0.28820 -16.87516 27.81057 0.216 0.420 -0.331
O -1.50786 -20.57888 20.98013 0.784 -1.279 -0.224
H 3.07572 -20.63168 23.61940 0.756 -0.626 0.440
H 0.04354 -22.40499 24.13007 -0.316 -0.358 -0.199
C 2.85101 -21.21740 22.72803 0.373 0.476 -1.650
H 1.29755 -25.36559 22.25330 0.113 0.006 -0.129
C 3.84303 -22.93285 20.92996 -0.717 -1.014 1.397
H -3.67088 -19.91997 25.24025 -0.651 0.381 -0.081
H 3.07721 -20.50356 21.93596 0.369 -0.104 -0.367
C -3.87035 -16.79483 25.21295 0.155 -0.320 0.307
H 0.92193 -14.44119 18.65271 -0.133 0.104 -0.248
C 5.12056 -21.99850 22.93130 0.746 -0.805 -1.265
H 1.30837 -18.28159 25.32838 0.001 -0.186 -0.292
H -4.52839 -16.95711 26.06662 0.377 -0.205 0.237
C 1.11582 -22.31183 23.95786 -0.817 -0.056 -1.322
H 1.45131 -21.84672 24.88480 0.803 -0.409 0.041
O -6.04683 -19.18857 21.59340 1.127 -0.402 1.155
H 4.43377 -22.36887 20.20813 -0.226 0.746 0.547
H -3.54395 -21.90478 21.61097 -0.690 0.193 0.124
H -6.56968 -17.36907 19.11452 0.451 0.287 0.265
N -6.12052 -17.65248 19.97361 1.643 2.760 -1.497
H -0.89254 -15.89493 17.62557 -0.046 -0.386 -0.598
C -0.38282 -19.95237 26.17395 -1.782 -0.189 1.042
H 0.62219 -16.71600 25.40990 -0.507 0.097 0.561
H -4.07364 -18.87634 23.74185 -0.093 -0.654 0.116
H -3.89193 -18.64558 21.17962 0.083 0.167 -0.172
C -2.64529 -20.19819 21.15428 0.879 -0.464 0.522
N -7.73758 -19.12590 20.12674 -1.110 -0.585 -0.578
H -0.72369 -20.18613 25.16536 0.718 -0.413 0.053
C 0.86751 -24.38402 22.45252 0.338 -0.247 0.631
C 1.37986 -21.37757 22.75726 -0.930 -1.274 0.838
C 0.07550 -17.90164 27.76409 -1.853 0.795 -0.098
H 0.62990 -24.87820 25.11952 -0.435 0.316 -0.240
C 0.35178 -17.76246 25.26886 -0.692 -1.003 -0.680
C 3.39025 -18.28955 17.02990 0.226 0.946 -1.655
C -0.57821 -16.72874 18.25329 1.120 -1.010 1.429
H 5.46100 -21.18620 22.28913 -0.464 0.102 -0.545
H -8.20773 -18.53087 19.45966 -0.324 -0.597 0.238
C -3.33173 -19.25863 24.44294 1.859 1.154 1.086
H -0.12420 -24.57294 22.86351 -0.172 0.078 -0.160
H 1.92783 -15.93039 18.68694 0.231 0.141 -0.249
H -4.57426 -20.39526 21.66805 -0.511 -0.821 0.007
C 5.29957 -17.27777 17.96799 -1.120 1.761 -0.528
H 2.60503 -17.53302 15.16568 0.386 -0.005 0.071
C 1.64280 -24.58228 24.84645 -0.947 -0.495 0.433
H 1.15391 -17.80335 27.88854 -0.085 -0.708 -0.454
N -1.93220 -17.98540 26.29939 -1.504 -3.692 1.105
C 0.29473 -17.82238 17.59106 0.197 1.934 -2.139
H -2.52215 -19.81334 23.96862 -0.191 0.159 -0.474
N 3.17519 -23.54209 23.35542 -1.404 1.754 -0.153
H -1.45985 -16.17075 24.45494 -0.466 0.144 -0.103
H 4.34641 -24.64607 24.13523 0.421 -0.676 0.028
H 5.85790 -22.76598 22.69593 0.203 -0.227 0.452
O -2.71052 -18.51236 27.38377 0.523 2.134 -1.873
H 1.52713 -16.33860 16.72344 -0.304 0.149 0.328
H -2.31324 -17.08726 23.14755 0.510 0.307 -0.329
O 4.17909 -17.06651 17.09780 -0.596 -1.544 0.105
H 5.56980 -16.25667 18.23710 0.309 -0.067 0.310
H -8.19824 -19.91543 20.55632 0.073 0.291 -0.198
H -0.40343 -18.41658 17.00149 0.013 -0.802 0.622
H -5.37834 -17.10484 20.38514 -0.223 -0.066 -0.401
O 0.04440 -16.16209 19.40951 -1.842 -0.980 0.258
H -4.57546 -16.70281 24.38684 0.353 -0.705 -0.460
H 3.17241 -18.64783 18.03602 -0.460 0.144 0.122
H 5.33503 -21.54580 23.89938 -0.832 -0.695 0.523
C 1.68774 -23.71596 23.58362 1.080 0.248 0.831
H 0.86087 -20.42379 22.85236 0.011 0.020 -0.084
H 1.99361 -24.02655 25.71605 0.424 -0.038 -0.110
H -3.44935 -15.79036 25.25662 0.240 -0.141 0.424
C -6.57262 -18.68747 20.61539 -1.590 -1.485 0.991
H 1.87927 -19.00662 15.64624 -0.297 -0.174 0.279
C -0.34416 -17.86531 23.87823 0.106 0.233 0.398
H 1.50452 -15.13926 20.17762 0.183 0.360 -0.062
O 3.87290 -24.73344 23.30472 0.423 -0.526 -0.103
H -2.31488 -18.24691 20.60628 0.121 -0.481 0.099
H 3.95040 -19.08401 16.53677 0.543 -0.107 0.115
N -3.70802 -20.90846 21.58830 0.690 -0.849 -0.023
N 1.10971 -17.23209 16.50540 0.214 0.204 -0.202
C -1.70222 -17.15239 24.04784 -0.085 -1.432 -0.125
H 4.33317 -23.90643 20.93067 -0.055 -0.209 0.103
H -0.42890 -18.24110 28.66877 0.369 -0.937 -0.085
H 0.77062 -23.84356 21.51092 0.139 0.085 0.197
H 0.99940 -21.89636 21.87737 -0.088 0.425 -0.148
H 0.30053 -17.37820 23.14666 -0.210 0.446 -0.003
```
Forces are in eV/Å.